Computed, not measured: a 2-piece molecular cluster, C5H14N2O2 overall, with ωB97M-V/def2-TZVPD.

Geometry as XYZ:
```
23
Properties=species:S:1:pos:R:3
C -0.144 -1.387 -2.158
N 0.262 -1.648 -0.997
C 1.422 -1.037 -0.377
C 0.816 -0.190 0.781
C 0.080 1.074 0.320
N 1.111 1.983 -0.233
C -0.695 1.853 1.396
O -1.991 1.228 1.520
H 0.238 -0.538 -2.731
H -0.935 -1.952 -2.649
H 2.079 -0.472 -1.065
H 2.089 -1.820 -0.010
H 0.133 -0.701 1.451
H 1.681 -0.020 1.420
H -0.664 0.831 -0.454
H 1.815 1.567 -0.810
H 1.346 2.841 0.232
H -0.252 1.779 2.391
H -0.731 2.921 1.178
H -2.210 0.936 0.640
O -2.092 -2.622 -0.061
H -1.247 -2.962 0.222
H -2.111 -1.667 -0.005
```

## Properties
**Maximum force**: 2.9 eV/A
**Structure (SMILES)**: C=NCC[C@H](N)CO.O
**Total energy**: -12485.417 eV
**Energy above the lowest of the compared OMol25 structures with the same formula, charge and spin**: 280.9 kJ/mol
**Total charge**: 0


Computed, not measured: C10H25ClHfIN2P2 as an isolated structure, with ωB97M-V/def2-TZVPD.

Geometry as XYZ:
```
42
Properties=species:S:1:pos:R:3
C 2.399 3.754 -1.061
I 2.048 1.600 -0.347
H 1.481 4.346 -1.004
H 2.751 3.666 -2.085
H 3.179 4.182 -0.437
Hf -0.311 0.198 0.098
P -0.896 0.195 -2.465
C 0.219 -0.491 -3.730
C -2.449 -0.694 -2.857
H -2.694 -0.592 -3.926
H -1.554 1.788 -4.180
H -3.264 -0.287 -2.250
H -1.967 2.367 -2.518
H 0.455 -1.532 -3.483
H -2.324 -1.757 -2.613
C -1.207 1.864 -3.135
H -0.267 -0.448 -4.715
H -0.273 2.445 -3.108
H 1.149 0.085 -3.768
P 0.329 0.540 2.649
C 1.925 -0.013 3.335
C 0.342 2.297 3.158
H -1.857 0.120 3.565
H -0.589 -0.025 4.827
H -0.828 -1.325 3.614
C -0.851 -0.244 3.783
H -0.614 2.758 2.867
H 0.485 2.361 4.250
H 1.930 0.157 4.421
H 2.755 0.543 2.886
H 1.166 2.824 2.650
H 2.055 -1.080 3.127
Cl -2.442 1.040 0.580
N -0.212 -4.086 -0.448
C 0.110 -4.117 0.907
C 0.259 -2.818 1.272
N -0.056 -1.985 0.185
C -0.313 -2.810 -0.852
H -0.395 -4.916 -1.005
H 0.216 -5.013 1.507
H 0.585 -2.360 2.186
H -0.473 -2.538 -1.884
```

## Properties
**Maximum force**: 2.8 eV/A
**Total energy**: -54238.956 eV
**Energy above the lowest of the compared OMol25 structures with the same formula, charge and spin**: 23.0 kJ/mol
**Total charge**: +3


Computed, not measured: C47H46LuN7O6S4 as an isolated structure, with ωB97M-V/def2-TZVPD.

Geometry as XYZ:
```
111
Properties=species:S:1:pos:R:3
Lu 1.111 -0.515 -0.782
C 2.751 -3.280 0.299
O 2.547 -1.897 0.496
C 3.415 -1.285 1.399
C 3.754 -1.855 2.600
C 4.569 -1.166 3.433
C 5.120 0.085 3.077
C 4.740 0.648 1.845
C 3.828 -0.006 1.018
N 3.182 0.630 -0.100
N 3.881 1.511 -0.679
C 3.371 2.269 -1.737
C 2.115 2.088 -2.388
O 1.214 1.323 -1.890
C 1.858 2.749 -3.617
C 2.774 3.561 -4.191
C 4.022 3.838 -3.553
C 4.918 4.794 -4.064
C 6.004 5.199 -3.308
C 6.184 4.719 -2.028
C 5.390 3.687 -1.522
C 4.271 3.279 -2.276
H 3.820 -3.592 0.327
H 2.384 -3.474 -0.702
H 2.204 -3.928 1.018
H 3.294 -2.742 2.929
H 4.821 -1.515 4.414
H 5.844 0.594 3.700
H 5.198 1.584 1.497
H 0.907 2.513 -4.053
H 2.519 4.142 -5.109
H 4.814 5.244 -4.999
H 6.737 5.908 -3.724
H 7.011 5.041 -1.438
H 5.631 3.191 -0.565
S 0.723 0.293 1.848
C -0.875 -0.062 2.100
N -1.669 0.380 3.128
C -3.160 0.445 2.941
C -3.391 0.293 1.431
N -2.773 -0.972 0.951
C -3.577 -1.869 0.132
C -4.536 -2.678 0.988
C -4.080 -3.701 1.813
C -5.042 -4.411 2.542
C -6.368 -4.086 2.473
C -6.826 -3.112 1.668
C -5.878 -2.401 0.896
C -1.526 -1.188 1.193
S -0.600 -2.508 0.839
C -1.113 1.143 4.279
C -1.868 2.405 4.651
C -1.760 3.534 3.835
C -2.114 4.772 4.274
C -2.711 4.877 5.530
C -2.918 3.784 6.307
C -2.593 2.488 5.830
H -3.419 1.403 3.308
H -3.643 -0.330 3.508
H -2.967 1.108 0.790
H -4.475 0.200 1.264
H -2.845 -2.467 -0.412
H -4.096 -1.211 -0.555
H -3.048 -3.843 1.930
H -4.651 -5.107 3.315
H -7.092 -4.612 3.080
H -7.882 -3.023 1.449
H -6.198 -1.643 0.109
H -0.093 1.419 4.126
H -1.106 0.445 5.173
H -1.184 3.434 2.888
H -1.927 5.664 3.699
H -2.944 5.871 5.909
H -3.325 3.826 7.281
H -2.721 1.585 6.383
C 1.497 -8.035 -3.691
C 1.504 -6.541 -3.514
C 0.925 -5.894 -2.444
C 0.812 -4.510 -2.358
C 1.398 -3.768 -3.398
C 2.104 -4.366 -4.421
C 2.128 -5.759 -4.483
S 1.294 -1.953 -3.333
O 1.276 -1.397 -4.668
O 2.435 -1.629 -2.452
N 0.044 -1.575 -2.493
C -1.268 -1.119 -2.930
C -1.759 -0.050 -1.941
O -2.905 0.344 -2.076
O -0.937 0.278 -1.018
H 1.528 -8.595 -2.713
H 2.383 -8.373 -4.261
H 0.583 -8.388 -4.197
H 0.373 -6.438 -1.658
H 0.167 -4.018 -1.659
H 2.506 -3.709 -5.253
H 2.568 -6.260 -5.316
H -2.038 -1.937 -2.852
H -1.364 -0.793 -3.949
S -0.159 5.880 0.863
C -1.187 4.898 -0.037
N -0.939 3.696 -0.609
C -1.918 3.257 -1.513
C -2.998 4.320 -1.370
N -2.484 5.187 -0.349
H -0.006 3.291 -0.560
H -2.263 2.262 -1.350
H -1.536 3.228 -2.589
H -3.977 3.877 -1.048
H -3.104 4.923 -2.276
H -2.615 6.182 -0.303
```

## Properties
**Maximum force**: 2.9 eV/A
**Total energy**: -149166.722 eV
**Energy above the lowest of the compared OMol25 structures with the same formula, charge and spin**: 123.9 kJ/mol
**Total charge**: 0


Computed, not measured: one molecule with the formula HIN3P, with ωB97M-V/def2-TZVPD.

Geometry as XYZ:
```
6
Properties=species:S:1:pos:R:3
H 1.819 -0.959 -1.500
N 0.781 -0.721 -1.418
N 0.444 -0.822 -0.213
N -0.804 -0.310 0.114
P -1.643 0.284 1.304
I -0.597 2.528 1.712
```

## Properties
**Maximum force**: 2.7 eV/A
**Structure (SMILES)**: [H]/N=N/N=P\I
**Total energy**: -21873.386 eV
**Energy above the lowest of the compared OMol25 structures with the same formula, charge and spin**: 316.8 kJ/mol
**Total charge**: 0


Computed, not measured: C30H23BrF3N5O3Ti as an isolated structure, with ωB97M-V/def2-TZVPD.

Geometry as XYZ:
```
66
Properties=species:S:1:pos:R:3
Ti -0.010 0.340 0.384
O 1.751 3.511 -0.064
C 1.036 4.285 -0.918
C 1.594 5.493 -1.324
C 0.910 6.318 -2.193
C -0.346 5.951 -2.651
C -0.917 4.763 -2.229
C -0.240 3.917 -1.360
C -0.862 2.627 -0.850
O -0.026 1.523 -0.965
N -1.223 2.812 0.573
N -1.504 1.580 1.120
C -0.875 1.235 2.241
C -1.188 -0.019 2.853
Br 0.170 -0.627 4.080
C -2.351 -0.710 2.727
C -2.649 -2.067 3.153
C -1.747 -3.117 2.951
C -2.086 -4.416 3.280
C -3.329 -4.698 3.822
C -4.229 -3.669 4.045
C -3.897 -2.371 3.711
H 1.436 2.588 -0.122
H 2.572 5.746 -0.949
H 1.359 7.246 -2.512
H -0.875 6.594 -3.337
H -1.904 4.490 -2.571
H -1.808 2.426 -1.394
H -0.468 3.300 1.084
H -0.211 1.934 2.775
H -3.162 -0.154 2.264
H -0.790 -2.918 2.493
H -1.382 -5.218 3.114
H -3.600 -5.715 4.059
H -5.194 -3.886 4.480
H -4.603 -1.575 3.901
F 1.503 -5.968 -1.979
C 1.261 -5.545 -0.732
F 0.082 -6.118 -0.374
F 2.184 -6.108 0.062
C 1.208 -4.063 -0.601
C 1.280 -3.486 0.675
C 1.137 -2.132 0.804
N 0.871 -1.304 -0.245
C 0.870 -1.860 -1.484
C 1.034 -3.207 -1.700
H 1.447 -4.103 1.543
H 1.258 -1.659 1.775
H 0.717 -1.169 -2.308
H 1.033 -3.605 -2.702
N -1.644 -0.739 -0.215
C -2.525 -1.498 -0.210
C -3.558 -2.424 -0.264
C -3.376 -3.594 -1.023
C -4.390 -4.520 -1.106
C -5.594 -4.300 -0.448
C -5.774 -3.150 0.313
C -4.771 -2.212 0.416
H -2.438 -3.751 -1.534
H -4.242 -5.421 -1.681
H -6.388 -5.026 -0.523
H -6.709 -2.994 0.830
H -4.907 -1.317 1.004
O 3.970 0.504 0.875
C 2.820 0.659 0.997
N 1.658 0.836 1.180
```

## Properties
**2S+1**: 3
**Maximum force**: 3.3 eV/A
**Total energy**: -146386.740 eV
**Total charge**: 0


Computed, not measured: C27H36NPt as an isolated structure, with ωB97M-V/def2-TZVPD.

Geometry as XYZ:
```
65
Properties=species:S:1:pos:R:3
C -2.230 -0.054 -0.086
C -1.668 -0.633 -1.301
C -1.334 0.461 -2.187
C -1.607 1.685 -1.523
C -2.149 1.384 -0.233
Pt -0.009 0.167 0.012
C 2.025 1.952 0.965
C 1.285 1.043 1.739
H 1.809 0.360 2.406
C -0.156 1.115 1.889
H -0.626 2.099 1.859
H -0.662 0.382 2.530
C 3.462 1.676 0.663
H 3.730 0.626 0.845
H 3.671 1.868 -0.399
H 4.171 2.301 1.234
C 1.466 3.251 0.526
H 0.385 3.332 0.679
H 1.949 4.114 1.019
H 1.633 3.403 -0.554
C -1.723 -2.077 -1.668
H -1.728 -2.713 -0.777
H -2.627 -2.327 -2.237
H -0.872 -2.360 -2.298
C -0.898 0.257 -3.589
H -0.244 -0.618 -3.709
H -1.776 0.088 -4.228
H -0.360 1.117 -4.002
C -1.350 3.061 -2.028
H -0.429 3.125 -2.629
H -2.174 3.414 -2.667
H -1.241 3.791 -1.208
C -2.775 2.355 0.709
H -2.187 3.276 0.821
H -3.768 2.665 0.345
H -2.928 1.924 1.705
C -3.008 -0.781 0.956
H -3.003 -0.242 1.906
H -4.058 -0.920 0.669
H -2.595 -1.775 1.141
C 1.577 -0.001 -1.369
C 2.361 -1.141 -1.417
C 1.857 1.053 -2.245
C 3.372 -1.285 -2.377
H 2.202 -1.946 -0.709
C 2.842 0.899 -3.234
H 1.317 1.993 -2.166
C 3.604 -0.270 -3.306
H 3.964 -2.198 -2.385
H 3.005 1.710 -3.957
H 4.354 -0.403 -4.094
N 0.592 -1.902 0.981
C -0.091 -2.447 2.124
C -0.962 -3.528 1.963
C -1.550 -4.105 3.100
C -1.250 -3.610 4.375
C -0.418 -2.495 4.517
C 0.152 -1.901 3.381
H 0.578 -2.509 0.162
H 1.571 -1.663 1.180
H -1.169 -3.924 0.964
H -2.223 -4.956 2.977
H -1.677 -4.076 5.258
H -0.190 -2.074 5.496
H 0.778 -1.015 3.486
```

## Properties
**2S+1**: 5
**Maximum force**: 2.6 eV/A
**Total energy**: -33309.215 eV
**Energy above the lowest of the compared OMol25 structures with the same formula, charge and spin**: 0.0 kJ/mol
**Total charge**: +1


Computed, not measured: a 2-piece molecular cluster, C4H6N2 overall, with ωB97M-V/def2-TZVPD.

Geometry as XYZ:
```
12
Properties=species:S:1:pos:R:3
N 1.216 2.285 0.405
C 1.038 1.341 -0.243
C 0.822 0.096 -0.996
C 0.143 -0.947 -0.133
C -1.062 0.697 1.067
N -0.737 -1.713 -0.648
H 0.223 0.265 -1.896
H 1.790 -0.314 -1.308
H 0.634 -1.105 0.833
H -1.988 1.207 0.741
H -1.115 0.651 2.173
H -0.965 -2.465 0.004
```

## Properties
**Maximum force**: 1.0 eV/A
**Total energy**: -7219.605 eV
**Energy above the lowest of the compared OMol25 structures with the same formula, charge and spin**: 577.6 kJ/mol
**Total charge**: 0


Computed, not measured: a 3-piece molecular cluster, C20H45NO10 overall, with ωB97M-V/def2-TZVPD.

Geometry as XYZ:
```
76
Properties=species:S:1:pos:R:3
C 2.765 -2.748 3.398
C 1.161 -3.047 3.244
O 0.760 -4.443 3.481
C 1.711 -5.405 2.897
C 1.086 -6.916 2.669
O 2.007 -8.014 2.998
C 3.259 -7.953 2.229
O 4.323 -7.276 2.725
O 3.405 -8.667 0.952
C 3.813 -7.779 -0.147
C 2.503 -7.216 -1.020
C 1.653 -8.571 -1.447
N 0.421 -8.292 -2.279
H 3.033 -1.601 3.460
H 3.343 -3.170 2.445
H 3.222 -3.305 4.330
H 0.615 -2.390 4.071
H 0.844 -2.637 2.173
H 2.114 -5.029 1.852
H 2.581 -5.537 3.701
H 0.573 -7.027 1.598
H 0.181 -7.003 3.441
H 4.408 -8.466 -0.921
H 4.551 -6.922 0.150
H 2.883 -6.709 -2.031
H 1.867 -6.430 -0.419
H 2.428 -9.272 -2.017
H 1.303 -9.203 -0.499
H 0.227 -7.264 -2.259
H -0.374 -8.732 -1.743
C 0.110 2.746 1.185
O 0.945 2.126 0.220
C 1.602 0.968 0.736
C 1.963 0.008 -0.400
O 0.845 -0.760 -0.866
C -0.118 -0.045 -1.653
C 0.390 0.303 -3.055
O 1.243 1.448 -3.006
C 2.117 1.519 -4.120
H 0.701 3.098 2.033
H -0.382 3.602 0.715
H -0.664 2.050 1.525
H 0.961 0.451 1.460
H 2.516 1.304 1.238
H 2.675 -0.727 -0.007
H 2.463 0.517 -1.225
H -0.488 0.833 -1.122
H -0.967 -0.729 -1.763
H -0.456 0.549 -3.704
H 0.929 -0.554 -3.469
H 2.752 0.631 -4.166
H 2.756 2.396 -4.001
H 1.543 1.622 -5.047
C -2.272 4.850 -1.920
O -2.785 5.625 -0.848
C -1.791 6.468 -0.264
C -2.445 7.679 0.407
O -2.843 8.693 -0.525
C -4.001 8.392 -1.317
C -5.305 8.436 -0.516
O -5.470 7.231 0.234
C -6.343 7.397 1.338
H -1.489 4.177 -1.565
H -3.090 4.256 -2.337
H -1.883 5.501 -2.710
H -1.082 6.813 -1.025
H -1.257 5.876 0.486
H -1.694 8.154 1.049
H -3.274 7.391 1.056
H -3.879 7.449 -1.851
H -4.045 9.181 -2.076
H -6.156 8.517 -1.200
H -5.292 9.301 0.153
H -5.961 8.164 2.017
H -6.397 6.451 1.880
H -7.348 7.665 0.992
```

## Properties
**Maximum force**: 9.0 eV/A
**Structure (SMILES)**: CCOCCOC(=O)OCCCN.COCCOCCOC.COCCOCCOC
**Total energy**: -43425.176 eV
**Total charge**: 0


Among the records above, which one has the highest maximum force?
C20H45NO10